Below is a single C12H18N2O3S molecule in a non-equilibrium geometry, with properties calculated with ωB97M-V/def2-TZVPD.

XYZ file:
```
36
Properties=species:S:1:pos:R:3
S 1.39 -0.80 1.42
O 6.00 -1.18 1.27
O 4.20 -1.25 2.57
O -0.05 0.76 -1.77
N -1.14 0.25 1.14
N 2.02 0.65 -0.69
C -1.03 1.68 1.50
C -1.84 1.98 2.72
C 4.71 -0.93 1.55
C -0.04 -0.38 0.35
C -3.42 0.09 2.04
C 2.77 1.48 -1.64
C 3.15 0.78 -2.95
C -3.26 1.52 2.49
C -2.50 -0.17 0.86
C 4.00 -0.12 0.58
C 0.61 0.45 -0.78
C 2.60 -0.02 0.39
H -2.54 -1.22 0.63
H 2.12 2.34 -1.84
H 0.01 1.93 1.64
H -1.43 1.43 3.54
H -0.43 -1.30 -0.13
H -4.47 -0.14 1.72
H -1.82 3.02 3.01
H 3.76 1.44 -3.57
H -3.67 2.13 1.68
H 6.36 -1.66 2.06
H -1.42 2.28 0.64
H 3.75 -0.14 -2.83
H -3.87 1.67 3.40
H -3.13 -0.57 2.89
H -2.89 0.34 -0.03
H 4.64 0.33 -0.17
H 3.68 1.87 -1.16
H 2.21 0.50 -3.48
```

As for the structure (SMILES): CCN1C(=O)[C@H](N2CCCCC2)S/C1=C\C(=O)O. The calculation puts the frontier orbital gap at 0.3322 hartree. As for the energy: -1201.48962 a.u. The LUMO energy comes out at 0.0188 hartree. The relative energy (zero: lowest compared OMol25 entry of this formula, charge and spin) comes out at 1.558 eV.

Atom charges from the Löwdin analysis, given in e for atoms 1 to 8: atom 1 (S): 1.067, atom 2 (O): 0.092, atom 3 (O): 0.076, atom 4 (O): 0.083, atom 5 (N): -0.157, atom 6 (N): -0.043, atom 7 (C): -0.185, atom 8 (C): -0.190